This record from the OMol25 dataset describes a cluster of 13 separate species, C13H41BNO20 in total in a non-equilibrium geometry. The level of theory is ωB97M-V/def2-TZVPD.

Output
Net charge ... -1
Calculated total energy ... -2104.60947 hartree
2S+1 ... 1
Lowest unoccupied orbital energy ... 1.28 eV
Highest occupied orbital energy ... -6.6 eV
Frontier orbital gap ... 7.849 eV

Last column: Mulliken charge in e.
Element x y z (Å)
1 C 5.19 19.09 16.87  0.68
2 H 3.47 15.01 21.25  0.61
3 H 8.80 21.78 13.56  0.26
4 O 2.84 20.84 19.32  -0.67
5 H 1.75 11.11 20.94  0.42
6 H 3.71 18.68 14.13  0.35
7 O 4.16 18.92 13.32  -0.66
8 H 1.59 12.89 23.12  0.37
9 H 5.56 12.94 20.33  0.69
10 H 4.04 13.31 19.47  0.22
11 C 6.20 14.92 15.86  0.25
12 H 4.97 10.87 19.37  0.24
13 C 4.50 13.14 20.44  -0.87
14 H 11.01 20.21 16.55  0.30
15 C 4.50 10.61 20.32  -1.80
16 O 4.35 19.94 17.13  -0.79
17 O 1.83 18.56 15.74  -0.64
18 H 7.46 16.99 12.50  0.29
19 C 4.56 12.60 24.67  -1.88
20 H 4.66 14.91 23.30  0.35
21 H 4.36 11.58 16.95  0.31
22 O 8.58 21.88 14.49  -0.63
23 O 6.95 17.66 12.96  -0.63
24 O 3.21 10.54 22.95  -0.50
25 H 2.01 17.66 15.47  0.33
26 C 4.37 14.39 21.24  -1.38
27 C 3.84 12.87 23.33  1.92
28 H 2.34 14.49 23.17  0.30
29 H 5.62 12.41 24.50  0.41
30 H 2.06 20.40 18.98  0.29
31 O 8.41 10.80 16.27  -0.64
32 O 4.90 17.85 16.65  -0.51
33 H 2.20 13.52 24.56  0.51
34 H 7.77 11.51 16.21  0.34
35 O 7.46 23.97 15.98  -0.65
36 H 5.15 13.94 14.02  0.51
37 C 4.68 14.00 22.71  -1.49
38 H 5.10 15.13 20.89  0.45
39 H 7.82 14.80 20.47  0.30
40 C 6.34 15.00 17.38  0.83
41 O 6.10 16.11 15.39  -0.21
42 H 8.02 21.13 14.68  0.33
43 H 1.87 12.94 20.92  0.39
44 H 4.83 12.90 12.98  0.26
45 H 2.38 18.69 16.52  0.30
46 H 3.86 9.92 23.28  0.33
47 H 4.50 13.47 25.33  0.42
48 H 10.02 21.23 16.05  0.37
49 O 6.28 13.88 15.20  -0.83
50 O 7.18 18.10 16.32  -0.53
51 H 4.30 13.08 16.83  0.23
52 H 3.54 20.60 18.71  0.46
53 H 7.09 17.48 13.89  0.34
54 C 3.80 11.80 20.99  1.83
55 C 6.64 19.37 16.57  0.59
56 O 6.33 16.25 17.72  -0.68
57 O 4.51 13.72 13.35  -0.68
58 H 7.99 10.06 15.82  0.30
59 B 6.13 17.06 16.51  1.16
60 H 6.63 14.13 21.12  0.18
61 O 6.54 14.02 18.10  -0.50
62 O 7.28 20.48 16.63  -0.63
63 H 3.81 9.79 20.15  0.39
64 O 3.83 12.33 17.19  -0.57
65 O 10.81 21.14 16.57  -0.64
66 H 5.33 10.15 20.86  0.43
67 H 5.68 13.58 22.70  0.54
68 H 4.17 11.77 25.27  0.45
69 H 7.56 23.03 15.82  0.41
70 H 2.21 12.01 19.49  0.43
71 O 7.56 14.34 21.27  -0.70
72 C 2.29 11.99 20.58  -1.87
73 N 3.92 11.67 22.45  0.26
74 H 8.16 24.37 15.47  0.28
75 H 5.07 18.65 13.46  0.33
76 C 2.44 13.45 23.50  -1.95

This record from the OMol25 dataset describes a cluster of 8 separate species, C13H42O11 in total in a non-equilibrium geometry. The level of theory is ωB97M-V/def2-TZVPD.

Output
Energy relative to the best compared isomer or geometry (same formula, charge and spin) ... 35.6 kcal per mole
Calculated total energy ... -1347.94524 hartree
SMILES ... OCCO.OCCO.OCCO.CCO.CCO.CO.CO.CO
2S+1 ... 1
Lowest unoccupied orbital energy ... 0.18 eV
Highest occupied orbital energy ... -9.4 eV
Frontier orbital gap ... 9.608 eV

Last column: Mulliken charge in e.
Element x y z (Å)
1 C 15.81 8.77 -17.32  -0.41
2 H 19.79 12.79 -11.09  0.21
3 O 14.91 9.26 -7.88  -0.49
4 H 20.74 7.34 -7.05  0.27
5 H 19.77 6.95 -9.47  0.28
6 H 13.13 6.44 -7.98  0.31
7 C 22.20 8.22 -8.35  -0.36
8 H 22.34 8.48 -15.77  0.31
9 O 16.56 10.78 -16.14  -0.45
10 H 21.09 10.06 -15.37  0.31
11 H 14.25 9.54 -7.24  0.29
12 H 19.95 8.93 -15.98  0.21
13 C 14.10 13.16 -9.02  -0.55
14 H 16.81 8.67 -17.75  0.20
15 H 15.39 7.50 -8.82  0.22
16 H 13.87 8.22 -9.38  0.24
17 H 15.06 14.46 -14.65  0.27
18 H 14.40 6.63 -6.80  0.30
19 H 15.90 10.53 -13.55  0.22
20 O 15.59 12.97 -10.97  -0.69
21 H 21.00 9.82 -8.33  0.29
22 H 15.40 11.54 -9.55  0.02
23 H 14.15 14.24 -9.19  0.29
24 O 14.83 8.28 -18.26  -0.50
25 H 14.56 10.47 -16.77  0.31
26 O 13.97 12.88 -7.62  -0.51
27 H 15.84 8.28 -16.34  0.36
28 H 13.02 7.66 -6.71  0.38
29 H 20.36 15.26 -11.50  0.31
30 C 17.21 10.34 -12.11  0.40
31 H 20.07 13.44 -12.65  0.34
32 H 15.82 12.16 -11.43  0.35
33 C 20.96 7.32 -8.11  -0.46
34 C 15.39 12.64 -9.61  -0.02
35 H 13.52 13.58 -15.05  0.29
36 C 20.66 9.08 -15.16  -0.42
37 H 17.53 11.26 -11.62  -0.05
38 H 16.37 12.92 -9.20  0.39
39 C 17.15 9.07 -11.22  -0.74
40 H 14.62 13.54 -12.41  0.40
41 O 13.89 13.71 -13.02  -0.51
42 H 17.83 10.19 -12.99  0.30
43 H 18.41 13.31 -11.96  -0.03
44 H 15.77 10.73 -18.05  0.35
45 H 16.66 8.21 -11.67  0.41
46 H 22.98 7.98 -7.63  0.29
47 H 21.27 6.28 -8.24  0.34
48 O 19.50 14.90 -11.26  -0.52
49 H 20.21 9.11 -14.17  0.10
50 H 22.55 8.34 -9.38  0.25
51 O 21.90 9.62 -8.06  -0.52
52 H 14.91 12.75 -14.56  -0.10
53 C 19.45 13.58 -11.76  -0.28
54 C 13.69 7.18 -7.42  -1.16
55 C 14.49 8.03 -8.50  -0.07
56 O 19.95 7.76 -8.98  -0.39
57 O 15.90 10.63 -12.59  -0.65
58 H 13.30 12.73 -9.61  0.30
59 H 14.50 7.55 -17.72  0.34
60 C 15.58 10.28 -17.08  -0.41
61 H 16.58 9.42 -10.36  -0.07
62 H 14.81 13.17 -7.25  0.32
63 C 14.36 13.68 -14.36  -0.29
64 O 21.63 8.06 -15.27  -0.52
65 H 18.14 8.81 -10.84  0.19
66 H 17.41 10.80 -16.59  0.25

This record from the OMol25 dataset describes a structure of composition C13H43BBaN4O20P3 in a non-equilibrium geometry. The level of theory is ωB97M-V/def2-TZVPD.

Output
Net charge ... +1
Calculated total energy ... -3318.73480 hartree
2S+1 ... 1
Lowest unoccupied orbital energy ... -6.09 eV
Highest occupied orbital energy ... -11.6 eV
Frontier orbital gap ... 5.536 eV

Last column: Mulliken charge in e.
Element x y z (Å)
1 O 5.04 -4.06 2.65  -0.63
2 H 7.79 -2.92 5.64  0.23
3 O 6.26 -4.15 5.03  -0.31
4 P -2.04 6.34 -1.14  1.05
5 H -4.45 -3.02 -0.49  0.25
6 H 0.99 -1.43 1.01  -0.30
7 C 1.91 1.25 -3.00  -0.64
8 N -6.51 -2.77 -0.52  0.89
9 O 2.83 2.98 -4.13  -0.52
10 O 1.51 1.66 -5.27  -0.54
11 H 8.12 -1.56 3.22  0.30
12 O -2.56 -1.38 -4.39  -0.22
13 H -4.03 -0.02 -4.86  0.31
14 O -2.19 -3.07 -6.21  -0.34
15 O 1.02 2.67 4.71  -0.52
16 C -3.16 -0.48 -5.32  -0.71
17 H -0.88 -2.03 -7.45  0.29
18 H 7.33 -4.18 6.74  0.28
19 H 1.00 1.73 -2.63  0.28
20 H 4.74 -6.61 3.51  0.27
21 O 2.41 4.21 4.12  -0.50
22 H -0.67 -1.93 1.31  -0.22
23 Ba 1.12 -4.86 0.29  1.85
24 O -2.68 5.85 0.29  -0.29
25 H -4.86 -1.67 0.43  0.34
26 C -3.22 -0.34 5.79  -0.73
27 H -1.31 8.35 0.32  0.32
28 C -0.36 7.83 0.27  -0.61
29 H 5.71 -7.55 2.36  0.27
30 O -7.07 -3.81 -0.64  -0.51
31 H -1.46 4.18 0.19  0.32
32 O 6.70 -5.92 3.19  -0.30
33 C 2.83 2.08 3.31  -0.71
34 C -5.01 -3.32 -5.33  -0.67
35 H -3.43 -0.87 -6.31  0.32
36 O -4.03 -3.46 -4.32  -0.30
37 H -5.37 -4.32 -5.57  0.29
38 H 1.78 0.23 -3.35  0.22
39 P 6.28 -4.38 3.36  1.01
40 O -2.06 5.34 -2.24  -0.65
41 C 5.74 -6.98 3.29  -0.68
42 H -2.13 4.54 1.70  0.30
43 O 7.62 -3.60 2.99  -0.29
44 O -2.79 7.75 -1.50  -0.33
45 H -0.18 -3.44 -6.80  0.28
46 H 6.47 -1.82 2.75  0.38
47 H -4.55 -3.02 -6.27  0.30
48 H -0.28 -1.17 -0.15  -0.22
49 H -0.38 -2.01 -5.77  0.30
50 H 3.88 2.13 3.62  0.31
51 N 2.11 2.03 -4.23  0.90
52 O -0.52 6.80 -0.72  -0.27
53 H -2.30 -0.20 5.22  0.29
54 H -3.46 -1.40 5.92  0.31
55 H -5.18 -3.31 1.05  0.31
56 N -4.30 0.24 5.00  0.84
57 H -2.22 7.72 -3.54  0.33
58 H 2.75 1.41 -2.32  0.30
59 H 5.97 -7.81 3.95  0.29
60 O -5.05 -0.59 4.46  -0.51
61 H -0.16 7.45 1.27  0.24
62 H -0.35 -0.24 1.41  -0.27
63 H -2.11 9.25 -2.66  0.27
64 H 7.87 -2.17 1.64  0.26
65 H 8.34 -4.52 5.30  0.33
66 H -5.85 -2.64 -5.15  0.30
67 H -3.30 0.15 6.76  0.29
68 B -0.04 -1.14 0.90  0.17
69 C 7.47 -2.23 2.65  -0.78
70 C -2.39 4.53 0.64  -0.75
71 H -2.46 0.29 -5.65  0.28
72 H 2.54 2.21 2.26  0.28
73 H 2.56 1.10 3.72  0.27
74 P -2.52 -2.99 -4.60  0.95
75 H -3.71 8.62 -3.16  0.24
76 C -0.86 -2.62 -6.53  -0.70
77 O -4.54 1.45 5.04  -0.49
78 O -1.52 -3.68 -3.77  -0.67
79 N 2.03 3.08 4.12  0.86
80 C -5.23 -2.66 0.17  -0.77
81 C 7.49 -3.96 5.68  -0.62
82 H -3.19 3.80 0.57  0.26
83 C -2.71 8.35 -2.80  -0.66
84 O -7.04 -1.72 -1.00  -0.51
85 H 0.48 8.46 -0.03  0.24

Look up the lowest unoccupied orbital energy of the first one.
1.28 eV